This record from the OMol25 dataset describes a cluster of 13 separate species, C5H35NO14 in total. The level of theory is the ωB97M-V functional and the def2-TZVPD basis.

Calculated values
HOMO energy (spin up / spin down) = -13.5 / -13.5 eV
Relative energy (zero: lowest compared OMol25 entry of this formula, charge and spin) = 88.0 kcal per mole
<S²> = 0.766

The geometry in ORCA input format:
```
! wB97M-V def2-TZVPD RIJCOSX def2/J DEFGRID3
* xyz 1 2
C -0.888 0.061 -0.017
N -0.126 0.598 -1.158
C 0.796 1.625 -0.953
O 0.799 2.259 0.242
O 1.512 1.945 -1.873
C -1.930 -0.987 -0.543
C -1.417 -2.123 -1.418
C -0.536 -3.066 -0.568
H -1.388 0.921 0.460
H -0.100 -0.482 0.557
H 0.024 0.210 -2.085
H 1.455 2.975 0.181
H -2.524 -1.536 0.237
H -2.849 -0.452 -0.814
H -0.869 -1.631 -2.240
H -2.396 -2.587 -1.711
H -1.216 -3.863 -0.303
H -0.170 -2.586 0.341
H 0.393 -3.346 -1.062
H 2.592 0.288 -2.867
H 4.079 0.717 -2.925
O 3.450 0.057 -3.239
H -3.309 -1.073 3.075
H -1.991 -0.219 2.804
O -2.695 -0.771 2.402
H -1.234 3.356 2.752
H -2.627 3.644 2.176
O -1.687 3.803 2.030
H 2.208 0.890 3.066
H 1.610 0.695 4.572
O 1.591 1.190 3.752
H 2.923 -0.324 0.766
H 1.568 0.453 0.955
O 2.234 -0.078 1.383
H 2.329 -2.107 -1.490
H 3.368 -1.971 -0.364
O 2.471 -1.672 -0.636
H 3.156 -4.142 0.379
H 2.963 -3.220 1.654
O 3.581 -3.524 0.980
H -0.193 1.075 3.505
H -0.769 0.309 4.705
O -1.046 0.752 3.886
H -0.083 -0.472 -3.959
H 0.773 0.553 -4.863
O 0.030 -0.058 -4.812
H -2.459 4.039 -0.555
H -1.687 4.895 0.407
O -2.288 4.959 -0.340
H 1.443 -1.399 -4.439
H 2.474 -2.353 -4.005
O 1.709 -1.890 -3.639
H -4.388 2.330 1.242
H -4.250 1.188 2.179
O -4.412 2.143 2.189
*
```



This record from the OMol25 dataset describes a cluster of 12 separate species, C5H36N2O11S in total. The level of theory is the ωB97M-V functional and the def2-TZVPD basis.

Calculated values
HOMO energy (spin up / spin down) = 0.3 / -6.5 eV
<S²> = 0.751

The geometry in ORCA input format:
```
! wB97M-V def2-TZVPD RIJCOSX def2/J DEFGRID3
* xyz -1 2
C 0.059 -1.588 1.172
N 0.163 -1.817 -0.283
C 0.982 -2.891 -0.866
C 1.471 -3.945 0.194
S 0.381 -5.299 0.623
C 2.262 -2.420 -1.496
N 1.908 -1.300 -2.445
C -0.107 -0.127 1.459
H -0.816 -2.191 1.527
H 0.723 -2.077 1.925
H 0.713 -0.923 -0.572
H 0.245 -3.328 -1.704
H 2.427 -4.400 -0.289
H 1.748 -3.304 1.056
H -0.322 -5.341 -0.504
H 2.957 -2.067 -0.727
H 2.757 -3.261 -1.996
H 1.240 -1.691 -3.080
H 2.744 -0.875 -2.839
H -0.601 0.449 0.677
H 0.784 0.379 1.685
H -0.562 -0.030 2.507
H 2.383 -0.239 -0.804
H 3.729 -0.351 -0.569
O 3.006 0.113 -0.066
H -3.117 -0.556 -0.527
H -3.355 -2.022 -0.054
O -3.581 -1.075 0.147
H -0.944 -0.978 -2.465
H -1.731 -0.919 -3.652
O -1.716 -1.424 -2.825
H 0.110 4.139 -0.807
H 0.850 3.674 0.235
O 0.049 4.226 0.145
H -2.191 4.395 1.530
H -2.885 3.404 2.435
O -2.985 3.856 1.573
H -3.025 -0.772 2.141
H -4.313 0.075 2.236
O -3.409 0.034 2.504
H -1.436 1.359 -2.455
H -0.734 2.506 -3.422
O -0.877 1.539 -3.212
H 4.023 3.335 -0.827
H 3.547 1.904 -1.335
O 4.243 2.559 -1.372
H -2.649 1.583 0.542
H -2.441 3.043 -0.018
O -2.471 2.108 -0.243
H 2.575 2.992 1.271
H 1.966 1.667 0.787
O 2.069 2.583 0.541
H -2.058 1.490 4.886
H -2.170 1.767 3.426
O -1.618 2.033 4.225
*
```



This record from the OMol25 dataset describes a cluster of 13 separate species, C5H36N2O12 in total. The level of theory is the ωB97M-V functional and the def2-TZVPD basis.

Calculated values
HOMO energy = -9.7 eV
Relative energy (zero: lowest compared OMol25 entry of this formula, charge and spin) = 34.6 kcal per mole

The geometry in ORCA input format:
```
! wB97M-V def2-TZVPD RIJCOSX def2/J DEFGRID3
* xyz 0 1
C 1.169 -1.224 -2.128
C 1.824 -0.574 -0.898
C 0.922 -0.503 0.347
C -0.372 0.232 0.038
N -1.190 2.665 1.189
C -1.575 1.403 1.683
N -1.254 0.286 1.176
H 1.824 -1.176 -2.981
H 0.922 -2.282 -2.018
H 0.290 -0.628 -2.402
H 2.713 -1.147 -0.633
H 2.188 0.414 -1.206
H 1.519 -0.148 1.181
H 0.727 -1.522 0.695
H -0.823 -0.344 -0.777
H -0.222 1.165 -0.528
H -0.290 2.737 0.706
H -1.054 3.313 1.959
H -2.428 1.555 2.326
H 1.859 -3.624 2.950
H 1.039 -3.560 1.584
O 1.902 -3.517 1.993
H -2.570 -2.370 -0.814
H -2.567 -3.414 -1.899
O -2.159 -2.573 -1.662
H 3.493 0.553 3.157
H 2.193 1.154 2.787
O 2.762 1.031 3.556
H -0.809 1.173 -4.499
H -1.629 1.943 -3.456
O -0.732 1.634 -3.656
H 4.076 -1.658 2.091
H 2.582 -1.825 1.694
O 3.283 -1.170 1.886
H -1.053 -1.453 2.502
H -1.712 -2.886 2.697
O -0.924 -2.356 2.819
H 0.704 3.818 -2.326
H 0.600 2.408 -2.818
O 1.055 2.976 -2.180
H -3.316 2.217 0.138
H -4.165 1.108 0.749
O -4.144 1.732 0.018
H 2.321 -1.493 4.123
H 0.864 -1.695 3.928
O 1.632 -2.147 4.296
H -2.650 0.724 -2.141
H -3.711 1.711 -1.781
O -3.241 1.350 -2.552
H -2.345 -0.687 -4.126
H -1.182 -1.313 -3.361
O -1.467 -1.068 -4.246
H 1.221 2.782 -0.334
H 2.426 3.129 0.623
O 1.474 3.145 0.533
*
```